Entry 1:
# C3H4N3

C3H4N3 as an isolated structure (ωB97M-V/def2-TZVPD, the Open Molecules 2025 dataset).

Each line ends with the natural charge from an NBO analysis.
Atoms and positions in Å:
C: 1.673 -0.682 0.237  0.601
C: -0.144 -0.338 -0.473  0.288
C: -1.290 0.100 0.294  -0.719
N: 2.268 0.645 0.097  -0.058
N: 1.285 1.220 -0.199  0.081
N: 0.714 -1.343 -0.133  -0.339
H: -0.009 -0.214 -1.550  0.268
H: -1.257 1.155 0.190  0.284
H: -1.081 0.002 1.429  0.274
H: -2.160 -0.544 0.107  0.319

Results
LUMO (alpha / beta): -0.262 / -0.262 Eh
highest occupied orbital energy (alpha / beta): -15.66 / -15.66 eV
total charge: +1

---

Entry 2:
# C3H4N3S

An isolated ion of composition C3H4N3S and charge -1 (ωB97M-V/def2-TZVPD, the Open Molecules 2025 dataset).

Each line ends with the Löwdin spin population.
Atoms and positions in Å:
C: 1.129 1.515 -0.475  0.226
C: 0.604 -0.636 0.327  0.007
C: -0.024 1.764 -1.038  0.644
N: 1.519 0.356 0.102  0.251
N: -0.619 -0.662 -0.121  0.184
N: -1.314 -1.770 0.490  0.032
S: -1.036 1.984 -2.234  0.616
H: 1.890 2.223 -0.380  0.032
H: 0.863 -1.434 1.070  0.000
H: -2.213 -1.328 0.903  0.005
H: -0.798 -2.012 1.355  0.004

Results
LUMO (alpha / beta): 0.144 / 0.131 Eh
multiplicity: 3
highest occupied orbital energy (alpha / beta): -1.27 / -4.03 eV
total charge: -1

---

Entry 3:
# C3H4N4

One molecule with the formula C3H4N4 (ωB97M-V/def2-TZVPD, the Open Molecules 2025 dataset).

Each line ends with the natural charge from an NBO analysis.
Atoms and positions in Å:
N: -1.269 -0.526 1.361  -0.789
C: -0.416 -0.049 0.397  0.305
C: 0.311 -0.994 -0.419  0.060
N: 1.136 -0.650 -1.348  -0.428
C: 1.151 0.686 -1.712  0.093
N: 0.487 1.522 -0.890  -0.438
N: -0.212 1.242 0.267  -0.261
H: -1.139 -1.473 1.689  0.394
H: -1.555 0.137 2.066  0.403
H: 0.236 -2.060 -0.198  0.190
H: 1.250 2.186 -1.189  0.472

Results
LUMO: -0.011 Eh
highest occupied orbital energy: -8.37 eV
total charge: 0

---

Entry 4:
# C3H4N4

One molecule with the formula C3H4N4 (ωB97M-V/def2-TZVPD, the Open Molecules 2025 dataset).

Each line ends with the natural charge from an NBO analysis.
Atoms and positions in Å:
C: -0.545 -0.035 -1.400  0.048
C: 0.793 -0.303 -1.077  -0.197
C: -0.107 -0.295 1.309  0.166
H: -2.332 0.980 -0.665  0.405
H: -0.830 -0.329 -2.419  0.216
H: 1.168 -1.007 -1.969  0.223
H: -0.422 -0.897 2.319  0.208
N: -1.317 0.691 -0.521  -0.520
N: 1.595 0.052 -0.042  -0.101
N: 1.206 0.002 1.184  -0.199
N: -1.260 -0.023 0.771  -0.250

Results
LUMO: -0.036 Eh
SMILES: C1=CNN=CN=N1
highest occupied orbital energy: -8.50 eV
total charge: 0

---

Entry 5:
# C3H4N4

One molecule with the formula C3H4N4 (ωB97M-V/def2-TZVPD, the Open Molecules 2025 dataset).

Each line ends with the natural charge from an NBO analysis.
Atoms and positions in Å:
N: -1.276 1.292 -0.590  -0.821
C: -0.302 0.784 0.322  -0.064
C: -0.452 -0.480 0.879  0.365
N: 0.064 -1.566 0.949  -0.342
C: 1.094 -1.834 -0.013  -0.086
N: 1.441 -0.779 -0.690  -0.073
N: 1.100 0.385 -0.648  -0.160
H: -2.191 1.350 -0.160  0.376
H: -0.997 2.222 -0.887  0.376
H: 0.119 1.464 1.065  0.212
H: 1.400 -2.838 -0.226  0.217

Results
LUMO (alpha / beta): -0.011 / -0.011 Eh
highest occupied orbital energy (alpha / beta): -8.06 / -8.06 eV
total charge: 0

---

Entry 6:
# C3H4N4O

A 2-piece molecular cluster, C3H4N4O overall (ωB97M-V/def2-TZVPD, the Open Molecules 2025 dataset).

Each line ends with the natural charge from an NBO analysis.
Atoms and positions in Å:
C: -0.639 1.085 -0.127  0.212
C: 1.349 -0.125 -0.138  0.262
C: 0.604 -1.188 -0.305  -0.015
H: -2.990 0.239 1.313  0.431
H: -1.269 2.066 -0.170  0.224
H: 3.322 0.717 0.172  0.374
H: 0.902 -2.302 -0.415  0.229
N: -1.257 -0.076 -0.185  0.063
N: 0.687 1.086 -0.396  -0.430
N: 2.565 -0.138 0.343  -0.696
N: -0.682 -1.185 -0.141  -0.166
O: -2.594 -0.179 0.048  -0.488

Results
LUMO: -0.044 Eh
highest occupied orbital energy: -8.45 eV
total charge: 0

---

Entry 7:
# C3H4N4O

One molecule with the formula C3H4N4O (ωB97M-V/def2-TZVPD, the Open Molecules 2025 dataset).

Each line ends with the natural charge from an NBO analysis.
Atoms and positions in Å:
C: 0.565 0.709 -0.032  0.238
C: -0.678 1.287 -0.006  -0.120
C: 0.637 -0.756 -0.037  0.285
H: 1.734 2.252 0.279  0.490
H: -0.885 2.399 -0.133  0.218
H: -2.710 0.967 0.308  0.411
H: 1.532 -2.440 -0.010  0.348
N: -1.772 0.534 -0.062  -0.393
N: -1.725 -0.807 0.036  0.046
N: -0.631 -1.352 0.011  -0.258
N: 1.744 -1.392 0.012  -0.632
O: 1.734 1.312 0.004  -0.633

Results
LUMO: 0.014 Eh
SMILES: [H]/N=c1\nn[nH]cc1O
highest occupied orbital energy: -8.28 eV
total charge: 0

---

Entry 8:
# C3H4N4O

One molecule with the formula C3H4N4O (ωB97M-V/def2-TZVPD, the Open Molecules 2025 dataset).

Each line ends with the natural charge from an NBO analysis.
Atoms and positions in Å:
C: -1.609 0.225 -0.174  0.234
C: 1.513 -1.546 -0.174  0.371
C: 0.962 0.616 0.183  0.526
H: -3.271 0.256 -0.082  0.351
H: -1.479 1.279 -0.010  0.211
H: 1.987 -2.633 0.060  0.234
H: 1.709 2.674 -0.151  0.397
N: -2.562 -0.576 -0.086  -0.575
N: -0.234 -0.228 0.204  -0.219
N: 2.062 -0.364 -0.239  -0.478
N: 0.809 1.954 0.142  -0.732
O: 0.111 -1.657 0.325  -0.320

Results
LUMO: -0.008 Eh
SMILES: [H]/N=C/n1ocn/c1=N\[H]
highest occupied orbital energy: -9.23 eV
total charge: 0

---

Entry 9:
# C3H4N4O

One molecule with the formula C3H4N4O (ωB97M-V/def2-TZVPD, the Open Molecules 2025 dataset).

Each line ends with the natural charge from an NBO analysis.
Atoms and positions in Å:
C: -2.585 0.357 -0.193  -0.480
C: -0.484 -0.409 0.039  0.569
C: 2.002 0.504 -0.313  0.058
H: -3.490 0.360 -0.754  0.217
H: -2.097 1.409 -0.322  0.212
H: -3.198 0.246 0.872  0.208
H: 3.015 0.934 -0.689  0.244
N: -1.619 -0.851 -0.195  -0.426
N: 0.715 -1.308 0.417  -0.067
N: 1.795 -0.910 -0.233  -0.169
N: 1.034 1.360 0.202  -0.049
O: -0.164 0.787 0.295  -0.318

Results
LUMO: -0.064 Eh
SMILES: C/N=c1/nncno1
highest occupied orbital energy: -9.75 eV
total charge: 0

---

Entry 10:
# C3H4N4O

C3H4N4O as an isolated structure (ωB97M-V/def2-TZVPD, the Open Molecules 2025 dataset).

Each line ends with the natural charge from an NBO analysis.
Atoms and positions in Å:
C: -2.658 -0.211 0.037  -0.461
C: -1.294 -0.324 -0.029  0.110
C: 0.904 0.052 -0.237  0.590
H: -3.254 -0.948 0.181  0.198
H: -2.971 0.869 0.048  0.202
H: -0.741 -1.349 0.215  0.216
H: 1.504 2.011 0.502  0.447
N: 1.278 -1.122 -0.344  -0.372
N: 2.761 -0.928 0.027  -0.001
N: 3.037 0.272 0.093  -0.010
N: 1.842 0.964 -0.173  -0.442
O: -0.409 0.714 -0.321  -0.477

Results
LUMO: -0.002 Eh
highest occupied orbital energy: -9.56 eV
total charge: 0